No. 1
Below is a cluster of 7 separate species, C35H64Br2N7O3 in total, with properties calculated with the ωB97M-V functional and the def2-TZVPD basis.

The geometry in XYZ format:
```
111
Properties=species:S:1:pos:R:3:mulliken_charge:R:1
C 2.85507 2.97398 -2.78547 -1.0885
C 1.44596 2.14891 -2.98915 0.3565
O 0.73883 1.91022 -1.70383 -0.3592
C -0.61070 1.39892 -2.03620 0.3808
C -1.66116 2.64272 -2.04088 -0.1824
C -2.25350 3.23093 -0.59795 -0.3158
Br -3.01019 1.92890 0.73023 -0.0705
C -3.28405 4.35757 -1.28329 -0.5088
N -3.42094 4.13368 -2.77172 0.1176
C -4.58984 4.68077 -3.54263 -0.4139
O -5.16941 5.82515 -2.78770 -0.0795
O -5.11393 6.89987 -3.55884 -0.4243
C -2.99380 2.66489 -2.97739 -0.0801
C -4.10789 1.49032 -2.97056 -0.4855
Br -5.71636 1.83589 -1.78270 -0.0770
C -3.60741 -0.01741 -2.60032 -0.4527
C -2.69144 -0.76686 -3.72980 -0.5796
H 3.42558 2.91848 -3.82039 0.3267
H 3.53306 2.48814 -1.95804 0.2829
H 2.69820 4.12204 -2.53265 0.2683
H 0.72722 2.85408 -3.62590 0.2058
H 1.61848 1.14820 -3.59339 -0.1622
H -0.91530 0.56234 -1.27512 -0.0717
H -0.50274 0.86290 -3.09611 -0.2072
H -0.95738 3.55331 -2.36316 0.1525
H -1.38314 3.90377 -0.13446 0.4638
H -4.26001 4.15199 -0.62739 0.3091
H -3.00263 5.44724 -0.89413 0.3356
H -2.61795 4.72222 -3.14842 0.4943
H -5.38897 3.89661 -3.88329 0.3025
H -4.15168 5.16063 -4.54171 0.3544
H -5.75780 6.78896 -4.34338 0.3663
H -2.57689 2.64293 -4.09567 0.3084
H -4.56292 1.43344 -4.07312 0.5375
H -4.56225 -0.68479 -2.35645 0.5241
H -3.01407 0.05863 -1.57476 -0.0552
H -3.37715 -1.59112 -4.24629 0.3585
H -2.15173 -0.06353 -4.49266 0.0348
H -1.86755 -1.39483 -3.13667 0.0759
C 1.72134 -2.31740 1.57533 -1.2774
C 0.28131 -1.91873 1.87139 0.0711
C -0.74061 -2.91411 1.32182 -0.4977
C -0.70752 -2.99246 -0.14530 0.2141
N -0.66694 -3.05830 -1.30209 -0.4620
H 1.91535 -2.35128 0.49881 0.4164
H 2.41191 -1.59008 2.01379 0.2049
H 1.94999 -3.30124 1.99746 0.3306
H 0.09260 -0.91873 1.46230 0.0830
H 0.15443 -1.84829 2.95818 0.2159
H -1.74299 -2.60493 1.64031 0.3105
H -0.56246 -3.90621 1.75197 0.3644
C 1.96408 -1.29484 -5.46659 -0.5440
C 0.90634 -2.02336 -6.28556 -0.4199
C 0.41451 -1.21295 -7.48492 -0.5296
C -0.26685 0.02415 -7.07868 0.3636
N -0.79191 1.00451 -6.75105 -0.4818
H 1.57092 -0.36883 -5.03575 -0.2471
H 2.30292 -1.92726 -4.63993 0.3556
H 2.83371 -1.04561 -6.08307 0.3551
H 0.06312 -2.28474 -5.63470 0.2377
H 1.33324 -2.96563 -6.64898 0.3173
H -0.28072 -1.82868 -8.06742 0.3134
H 1.25705 -0.97497 -8.14410 0.3053
C -3.80741 -7.77778 -2.43884 -1.2415
C -3.21786 -6.44584 -1.99313 -0.4495
C -3.72427 -5.26142 -2.81644 0.0140
C -3.32279 -5.35238 -4.22720 0.2352
N -3.01320 -5.43733 -5.34123 -0.4847
H -3.52892 -8.01508 -3.47025 0.3546
H -3.43698 -8.58660 -1.80110 0.3448
H -4.89998 -7.76453 -2.37163 0.3144
H -2.12361 -6.50087 -2.04365 0.2882
H -3.48109 -6.28140 -0.94154 0.3335
H -3.32165 -4.33538 -2.38968 -0.0358
H -4.81582 -5.19674 -2.74319 0.3302
C 3.06096 0.24136 4.79852 -0.7326
C 2.07964 0.10555 5.95560 -0.0974
C 2.27118 -1.18341 6.75499 -0.5789
C 2.00831 -2.38294 5.94769 0.3181
N 1.81166 -3.32500 5.30117 -0.4788
H 2.93304 -0.56260 4.06710 0.0187
H 2.90167 1.19114 4.27825 0.3829
H 4.09497 0.21902 5.15730 0.1755
H 1.05514 0.16111 5.56797 0.0755
H 2.21296 0.96031 6.62924 0.3206
H 1.58809 -1.17335 7.61235 0.3206
H 3.28878 -1.22255 7.15993 0.2783
C -1.63822 2.77372 6.86751 -0.9766
C -1.46760 3.79457 5.74991 -0.5380
C -1.69900 3.20390 4.35897 -0.2529
C -0.71180 2.16838 4.02306 0.2284
N 0.06270 1.34358 3.77012 -0.3635
H -0.90947 1.96153 6.78413 0.1777
H -1.49140 3.25206 7.84105 0.3447
H -2.64246 2.33828 6.85021 0.3005
H -0.46420 4.23306 5.81212 0.3135
H -2.18291 4.61014 5.90916 0.3153
H -1.63810 4.00912 3.61756 0.2179
H -2.71112 2.78858 4.29459 0.2818
C 7.86086 -1.69323 4.24468 -1.0082
C 8.63719 -0.43876 4.62400 -0.4164
C 8.60540 -0.14563 6.12407 -0.4281
C 7.24693 0.14008 6.60639 0.3020
N 6.17077 0.35198 6.98202 -0.4475
H 6.79824 -1.59674 4.48801 0.2377
H 7.93918 -1.87422 3.16799 0.3175
H 8.25530 -2.57076 4.76693 0.3013
H 8.23830 0.41546 4.06350 0.2868
H 9.68074 -0.56584 4.31249 0.3003
H 9.24655 0.71951 6.32962 0.2785
H 9.02695 -0.99222 6.67779 0.2796
```

Values from the calculation:
Electronic energy, Eh: -7128.460690
Total charge: +1
M, g mol⁻¹: 790.75

No. 2
Below is a cluster of 12 separate species, C35H64Br8O24 in total, with properties calculated with the ωB97M-V functional and the def2-TZVPD basis.

The geometry in XYZ format:
```
131
Properties=species:S:1:pos:R:3:mulliken_charge:R:1
C -1.60083 2.64036 1.69746 -1.0302
C -2.97028 2.23176 2.25577 0.8662
C -2.75426 1.08190 3.27081 0.4486
O -3.49717 1.50691 4.38104 -0.4102
C -3.91402 2.71938 4.24446 0.5873
O -4.42530 3.38471 5.10753 -0.5837
O -3.41712 3.23168 3.08214 -0.4184
H -1.07831 1.71314 1.46219 -0.2953
H -0.97612 3.02378 2.50418 0.4124
H -1.62777 3.48210 1.00547 0.3526
H -3.62402 1.99871 1.41529 0.1612
H -1.68918 0.89227 3.40407 -0.4124
H -3.34995 0.22385 2.95935 0.2633
C 5.39762 -3.08111 -0.85977 -1.4692
C 4.39419 -2.02596 -0.49704 1.4045
C 4.87373 -1.09170 0.65964 -0.2794
O 5.09857 0.13412 -0.09509 -0.3822
C 4.67561 0.07974 -1.38896 0.5904
O 4.59913 1.10641 -2.09170 -0.5661
O 4.26396 -1.10478 -1.59009 -0.4002
H 6.40695 -2.67052 -0.88762 0.4375
H 5.21821 -3.55848 -1.82311 0.3300
H 5.42829 -3.79135 -0.03349 0.3748
H 3.41170 -2.37084 -0.17476 -0.4835
H 5.80182 -1.54209 1.01167 0.3940
H 4.11428 -0.83186 1.39707 0.1166
C -3.34477 3.39045 -1.91255 -1.1310
C -3.46935 1.84514 -2.18437 0.7003
C -2.45667 1.01243 -1.55348 1.1191
O -3.04238 -0.20696 -1.08558 -0.2023
C -4.41586 0.09289 -1.06718 0.4876
O -5.28853 -0.63881 -0.66209 -0.6574
O -4.55813 1.29780 -1.47122 -0.4103
H -4.09653 3.90724 -2.50912 0.4061
H -2.35815 3.73004 -2.22778 0.1424
H -3.60240 3.68008 -0.89381 0.2832
H -3.49913 1.51371 -3.22234 0.2534
H -1.98133 1.50469 -0.70505 -0.7754
H -1.68408 0.76035 -2.27989 -0.0912
C -0.29655 -2.34323 -0.66531 -0.3095
O 0.15843 -1.21215 -1.33904 0.6441
C 0.66595 -0.23696 -0.61697 -0.4214
O 1.05626 -0.23904 0.54244 -0.3534
O 0.92849 0.75574 -1.45981 0.0272
C 1.41347 1.95214 -0.89311 -0.1082
H 0.46762 -2.62034 0.06086 -0.2105
H -0.46858 -3.24424 -1.25412 0.0378
H -1.17983 -2.07656 -0.08495 0.3020
H 2.36513 1.81483 -0.37969 0.0963
H 0.84778 2.47630 -0.12282 -0.0985
H 1.46705 2.83318 -1.53264 0.2713
C 4.13066 1.47390 6.98315 -0.5925
O 3.79178 1.46972 5.61763 -0.3059
C 2.65165 2.02189 5.13656 0.7271
O 1.83638 2.78374 5.72519 -0.6421
O 2.55398 1.70453 3.93996 -0.0878
C 1.45101 2.14255 3.11866 -0.5356
H 4.08540 2.47876 7.40304 0.3147
H 5.13847 1.06011 7.01776 0.2128
H 3.38169 0.89728 7.52599 0.2303
H 1.90593 2.57543 2.22772 0.0628
H 0.83549 2.97281 3.46493 0.5622
H 0.69386 1.38214 2.92731 0.0076
C -3.45352 -0.34241 -6.90048 -0.7179
O -2.18853 -0.90211 -6.71936 -0.3401
C -1.75393 -1.01461 -5.44575 0.5724
O -2.13391 -0.32892 -4.45576 -0.3564
O -0.80424 -2.00201 -5.40999 -0.3687
C -0.30941 -2.49987 -4.14595 -0.4390
H -3.34377 0.72230 -7.10659 0.2857
H -3.98699 -0.32681 -5.95008 0.3005
H -3.87113 -0.84097 -7.77520 0.2577
H -1.14082 -2.44046 -3.44358 0.1458
H 0.49522 -1.83948 -3.82258 0.2694
H -0.13314 -3.57338 -4.21371 0.3055
C -3.38109 -4.60894 1.48662 -0.4296
O -4.58341 -4.84148 0.68912 -0.2186
C -5.59190 -5.61195 1.13975 0.7052
O -5.60016 -6.24507 2.22668 -0.5950
O -6.50998 -5.65668 0.19658 -0.2862
C -7.50079 -6.63820 0.07591 -0.6939
H -2.52774 -5.19877 1.15195 0.1684
H -3.53722 -4.93784 2.51402 0.3898
H -3.09217 -3.55851 1.52147 0.0712
H -7.94602 -6.68930 -0.91769 0.2660
H -8.39928 -6.28669 0.58312 0.2992
H -7.14629 -7.65474 0.24645 0.3056
C 3.11470 -4.30855 2.07654 -0.8483
O 2.16248 -4.35101 0.98821 0.0728
C 1.87885 -5.51724 0.36908 0.4203
O 2.57393 -6.56805 0.51509 -0.6139
O 0.68292 -5.43830 -0.31973 0.0392
C 0.24969 -6.49010 -1.20746 -0.8054
H 2.80004 -4.87376 2.95382 0.3456
H 3.29035 -3.28570 2.40974 0.1377
H 3.93633 -4.90221 1.67577 0.3857
H -0.56332 -6.10425 -1.82247 0.2544
H -0.17559 -7.24572 -0.54696 0.3115
H 1.09231 -6.88999 -1.77155 0.3369
Br -0.34152 4.21468 -4.51916 -0.1515
C -0.02724 2.56039 -5.47100 -0.2642
C 1.21790 1.81300 -4.96424 0.0291
Br 2.93471 2.78915 -4.96170 -0.1220
H 0.18326 2.86363 -6.49658 0.4609
H -0.94636 1.97482 -5.49189 0.0160
H 1.40020 0.95621 -5.61292 0.4484
H 1.06345 1.38688 -3.97294 -0.3972
Br 0.23395 5.34130 -1.04104 -0.0265
C 0.29334 7.15669 -0.23038 -0.6792
C -0.60590 7.34010 0.99776 -0.7657
Br 0.09959 6.24664 2.49648 -0.1056
H 0.06250 7.86898 -1.02249 0.4260
H 1.30671 7.29698 0.14580 0.3473
H -1.68513 7.37489 0.84892 0.3973
H -0.45089 8.28191 1.52412 0.4133
Br 3.35362 4.37155 0.03918 -0.1052
C 4.91150 4.33201 -1.15517 -0.5363
C 4.77087 5.37625 -2.17152 -0.5875
Br 6.41826 5.48705 -3.14020 -0.1674
H 5.19811 3.32218 -1.44877 0.3151
H 5.76738 4.56200 -0.52060 0.4311
H 4.55618 6.31789 -1.66624 0.4339
H 3.90275 5.26307 -2.82089 0.3045
Br 0.29706 -0.62059 6.59359 -0.1699
C -0.11873 -2.18190 5.44458 -0.5104
C -0.21592 -1.64210 4.04044 -0.2344
Br -0.30666 -3.13466 2.71093 -0.0999
H -0.96136 -2.74156 5.85058 0.4151
H 0.76244 -2.82209 5.40200 0.3636
H 0.65671 -1.01881 3.84515 0.1749
H -1.17717 -1.13842 3.93840 0.0491
```

Values from the calculation:
Electronic energy, Eh: -23769.806709
M, g mol⁻¹: 1508.11
SMILES: C[C@H]1COC(=O)O1.C[C@H]1COC(=O)O1.C[C@H]1COC(=O)O1.COC(=O)OC.COC(=O)OC.COC(=O)OC.COC(=O)OC.COC(=O)OC.BrCCBr.BrCCBr.BrCCBr.BrCCBr

| no. | Kohn-Sham gap (eV) | E_HOMO (eV) |
| --- | --- | --- |
| 1 | 9.62 | -12.5176 |
| 2 | 9.92 | -9.8049 |